(1)
ORCA calculation (the ωB97M-V functional and the def2-TZVPD basis) on 7 unconnected molecules or ions with the total composition C22H40Cl6N4.

Properties
- Kohn-Sham gap (eV) = 11.1
- SMILES = CCCC#N.CCCC#N.CCCC#N.CCCC#N.ClCCCl.ClCCCl.ClCCCl
- total charge = 0

Geometry as XYZ:
```
72
Properties=species:S:1:pos:R:3:forces:R:3
Cl 8.288 -10.256 7.759 0.125 0.267 -0.341
C 9.341 -11.324 8.709 -0.128 -0.425 0.414
C 10.743 -11.508 8.103 -0.629 0.274 -0.396
Cl 10.631 -12.364 6.558 -0.266 -0.568 -0.799
H 8.772 -12.252 8.773 0.433 -0.220 -0.171
H 9.296 -10.913 9.717 0.673 0.076 -0.062
H 11.441 -12.142 8.649 -0.296 0.520 0.616
H 11.173 -10.561 7.776 0.086 0.069 0.753
Cl 15.094 -14.796 2.175 -0.091 -0.355 0.507
C 16.105 -14.159 0.911 0.619 1.995 -1.643
C 16.826 -12.883 1.365 0.932 -0.305 1.616
Cl 17.702 -11.934 0.129 -0.539 -0.306 -0.261
H 15.472 -13.816 0.093 -0.231 -0.487 -0.064
H 16.844 -14.850 0.505 -0.285 -0.312 0.355
H 17.629 -13.151 2.052 -0.049 -0.201 0.089
H 16.208 -12.212 1.962 -0.338 0.054 -0.529
Cl 15.368 -9.393 2.782 0.290 0.068 0.228
C 16.732 -8.247 2.960 0.120 0.834 0.246
C 17.767 -8.603 4.031 0.052 -0.097 -0.136
Cl 18.606 -10.129 3.627 -0.108 -0.036 0.076
H 16.301 -7.274 3.197 -0.186 -0.102 0.325
H 17.130 -8.087 1.958 0.416 -0.505 0.195
H 17.393 -8.672 5.052 -0.632 -0.401 -0.264
H 18.544 -7.850 4.166 -0.040 0.209 -0.739
C 20.194 -11.395 8.387 0.806 1.095 -0.334
C 20.998 -11.481 7.057 -0.638 -1.049 0.028
C 21.115 -10.198 6.187 -0.109 -0.229 0.611
C 22.049 -9.210 6.685 1.996 1.769 1.459
N 22.838 -8.438 7.064 -1.553 -1.413 -0.719
H 20.732 -10.689 9.020 -0.394 0.332 0.229
H 20.083 -12.285 9.008 0.379 -0.432 -0.609
H 19.179 -11.058 8.180 0.023 0.273 0.040
H 20.469 -12.242 6.484 0.049 0.127 -0.473
H 21.992 -11.903 7.206 0.079 0.185 0.215
H 20.160 -9.680 6.097 -0.144 -0.263 -0.244
H 21.531 -10.403 5.200 -0.514 -0.442 -0.185
C 12.536 -16.498 7.470 -0.784 -0.167 0.542
C 11.224 -15.871 8.022 0.462 -0.468 0.506
C 10.325 -16.816 8.892 0.478 -0.209 0.144
C 10.967 -17.323 10.142 0.783 -0.205 -0.172
N 11.543 -17.734 11.058 -0.708 0.497 -0.822
H 12.996 -15.860 6.714 -0.101 0.077 0.053
H 12.308 -17.461 7.013 0.117 -0.050 -0.103
H 13.261 -16.665 8.267 -0.006 -0.044 0.009
H 10.655 -15.507 7.167 -0.247 0.074 0.268
H 11.501 -15.040 8.670 -0.121 0.310 -0.197
H 10.013 -17.677 8.301 0.111 -0.156 0.022
H 9.395 -16.357 9.230 0.040 0.392 -0.254
C 16.465 -15.418 9.030 0.793 -0.158 0.145
C 17.490 -14.456 9.653 0.015 -0.039 0.019
C 17.503 -14.489 11.190 0.615 0.072 -0.331
C 17.903 -15.781 11.728 0.660 -2.643 0.950
N 18.312 -16.808 12.112 -0.981 2.294 -0.844
H 15.428 -15.155 9.236 0.065 -0.135 0.050
H 16.720 -16.399 9.431 -0.456 -0.134 0.446
H 16.618 -15.618 7.970 -0.104 0.716 -0.203
H 17.401 -13.388 9.454 -0.491 -0.043 -0.640
H 18.482 -14.719 9.286 0.057 -0.105 0.046
H 16.565 -14.110 11.595 0.032 -0.256 0.175
H 18.318 -13.835 11.501 -0.177 0.371 0.188
C 14.480 -12.662 7.651 0.568 -0.102 -1.062
C 14.363 -12.404 6.110 0.087 -0.845 0.511
C 15.639 -11.948 5.373 0.467 0.509 0.579
C 16.897 -12.701 5.612 -1.170 0.265 0.452
N 17.834 -13.307 5.877 0.311 -0.099 -0.055
H 13.516 -12.940 8.077 -0.042 0.045 -0.145
H 14.892 -11.832 8.225 -0.079 0.230 -0.157
H 15.157 -13.503 7.796 -0.024 0.000 0.096
H 13.588 -11.661 5.925 0.057 -0.025 -0.174
H 14.051 -13.342 5.652 -0.303 -0.013 0.023
H 15.770 -10.927 5.732 0.597 0.161 -0.160
H 15.545 -11.867 4.290 -0.428 -0.114 0.060
```
Positions in Å, forces in eV/Å.

(2)
ORCA calculation (the ωB97M-V functional and the def2-TZVPD basis) on 2 unconnected molecules or ions with the total composition C2H8NO.

Properties
- Kohn-Sham gap (eV) = 6.6
- total charge = -1

Geometry as XYZ:
```
12
Properties=species:S:1:pos:R:3:forces:R:3
O -0.712 -2.388 0.096 0.295 0.478 -0.300
H -0.310 -1.688 -0.451 -0.459 -0.929 0.469
C -0.795 1.298 -0.297 -0.706 0.026 -3.858
N 0.416 0.542 -0.630 1.196 1.248 2.707
C 1.168 0.549 0.763 0.200 1.203 -2.341
H -0.617 2.376 -0.415 0.385 -0.058 0.460
H -1.490 1.128 -1.174 0.174 -0.065 1.116
H -1.308 1.118 0.621 -0.227 -0.579 0.794
H 0.230 -0.426 -0.964 0.035 1.170 0.959
H 1.037 1.554 1.304 -0.135 -1.412 -1.010
H 2.255 0.429 0.622 -0.400 -0.178 -0.036
H 0.753 -0.259 1.300 -0.358 -0.905 1.039
```
Positions in Å, forces in eV/Å.

(3)
ORCA calculation (the ωB97M-V functional and the def2-TZVPD basis) on a molecular structure, C11H18F2N4O2Os.

Properties
- Kohn-Sham gap (alpha / beta) (eV) = 7.6 / 4.9
- total charge = +2
- spin multiplicity = 5

Geometry as XYZ:
```
38
Properties=species:S:1:pos:R:3:forces:R:3
Os -0.475 -2.279 -2.004 0.325 0.216 1.631
O 1.492 -2.444 -1.854 -0.438 -0.198 -0.841
N 2.048 -2.371 -0.726 1.148 0.201 1.860
N 1.272 -2.075 0.239 -0.388 -0.389 -2.357
O -0.022 -1.869 -0.033 -0.176 -0.311 -1.349
C 1.745 -1.957 1.537 0.839 0.201 2.197
C 0.856 -1.800 2.612 0.121 -0.109 -0.791
C 1.372 -1.730 3.890 0.449 0.034 0.158
C 2.751 -1.792 4.095 -0.146 -0.048 -0.236
C 3.630 -1.954 3.022 -0.297 0.102 0.288
C 3.135 -2.030 1.740 -0.535 0.073 -0.332
H -0.207 -1.738 2.427 -0.021 -0.077 0.070
H 0.710 -1.634 4.740 -0.033 0.055 -0.051
H 3.146 -1.708 5.095 0.018 -0.057 0.125
H 4.694 -2.012 3.196 0.028 0.020 -0.018
H 3.783 -2.128 0.883 0.156 -0.073 0.087
C 0.286 2.962 -0.917 0.084 -0.290 0.003
C -1.111 2.365 -0.817 0.347 1.104 0.551
C -1.652 2.426 0.608 0.158 -0.248 0.076
C -2.082 3.108 -1.782 -0.026 -0.372 -0.252
N -1.163 0.978 -1.232 -0.063 -0.355 -1.330
N -0.468 0.435 -2.283 -0.071 0.777 0.554
H 0.267 3.980 -0.535 -0.082 0.005 -0.013
H 0.653 3.017 -1.940 0.015 0.047 -0.133
H 0.995 2.401 -0.311 0.088 -0.040 0.088
H -1.761 3.456 0.930 -0.002 0.098 -0.099
H -0.967 1.930 1.290 0.058 -0.042 0.112
H -2.624 1.946 0.683 -0.228 -0.038 0.028
H -2.209 4.129 -1.431 0.099 0.040 0.141
H -3.058 2.631 -1.803 -0.172 0.012 0.017
H -1.673 3.131 -2.790 0.019 0.025 -0.089
H -2.053 0.520 -1.056 -0.095 -0.291 -0.036
H 0.407 0.943 -2.431 -0.156 -0.084 0.041
H -1.010 0.395 -3.154 -0.176 -0.074 0.189
F -1.955 -2.637 -3.467 0.425 -0.524 -1.555
C -2.476 -2.358 -2.190 -1.270 0.049 1.243
F -3.037 -1.133 -2.303 -0.353 0.384 0.109
H -3.240 -3.102 -1.928 0.352 0.179 -0.088
```
Positions in Å, forces in eV/Å.

(4)
ORCA calculation (the ωB97M-V functional and the def2-TZVPD basis) on a molecular structure, C58H65GeIrN3O7SSe.

Properties
- Kohn-Sham gap (eV) = 7.1
- total charge = -1

Geometry as XYZ:
```
137
Properties=species:S:1:pos:R:3:forces:R:3
Ir 0.725 0.168 0.437 0.299 0.724 -0.417
C 4.495 6.145 -1.579 0.013 -0.020 -0.017
C 3.973 5.389 -2.809 -0.013 -0.005 0.013
C 5.129 5.250 -3.801 -0.017 0.009 0.015
C 2.861 6.214 -3.471 0.013 -0.004 -0.004
C 3.405 4.033 -2.389 0.042 -0.047 -0.004
C 2.462 3.952 -1.380 -0.071 -0.084 -0.039
C 1.911 2.725 -1.044 0.133 -0.027 -0.016
Se 0.711 2.628 0.439 0.164 -1.087 0.183
C -1.009 2.760 -0.370 -0.045 0.127 0.032
C -1.544 4.012 -0.665 0.019 -0.085 -0.043
C -2.812 4.098 -1.197 -0.045 -0.025 -0.001
C -3.503 2.889 -1.394 0.014 0.034 -0.022
C -3.002 1.634 -1.107 -0.029 -0.014 0.028
C -1.692 1.563 -0.555 0.146 0.093 -0.020
O -1.158 0.407 -0.220 -0.184 -0.343 -0.088
C -3.824 0.361 -1.332 0.032 0.034 0.051
C -5.186 0.664 -1.960 -0.001 0.010 -0.002
C -4.072 -0.329 0.019 0.108 0.230 -0.162
C -3.074 -0.594 -2.273 0.007 0.005 -0.013
C -3.496 5.424 -1.522 -0.021 -0.024 0.025
C -3.963 5.431 -2.983 0.017 0.018 -0.009
C -2.559 6.614 -1.314 -0.006 -0.013 0.004
C -4.712 5.598 -0.598 0.017 0.003 -0.022
C 2.252 1.515 -1.674 -0.166 0.229 -0.069
O 1.629 0.391 -1.400 -0.124 -0.363 0.358
C 3.292 1.575 -2.641 -0.038 0.044 -0.045
C 3.802 2.824 -2.972 -0.023 0.056 -0.044
C 3.907 0.295 -3.217 -0.088 -0.001 0.011
C 2.850 -0.638 -3.827 -0.039 0.063 -0.014
C 4.629 -0.417 -2.062 0.004 -0.049 -0.004
C 4.944 0.582 -4.307 0.016 -0.017 0.037
H 4.963 7.084 -1.884 -0.014 0.011 0.004
H 5.236 5.546 -1.046 0.008 0.011 0.000
H 3.692 6.387 -0.881 0.001 -0.010 0.007
H 5.502 6.242 -4.065 0.002 -0.001 -0.003
H 4.814 4.758 -4.723 0.005 0.002 -0.005
H 5.957 4.682 -3.371 0.001 -0.010 -0.013
H 3.229 7.206 -3.749 -0.002 0.002 0.001
H 2.013 6.341 -2.795 -0.001 0.012 -0.003
H 2.497 5.716 -4.372 -0.008 -0.002 0.004
H 2.134 4.837 -0.846 0.022 0.004 0.005
H -0.946 4.895 -0.479 -0.014 0.002 0.024
H -4.505 2.950 -1.797 -0.005 0.011 0.002
H -5.818 1.259 -1.297 0.004 0.020 -0.010
H -5.702 -0.278 -2.151 -0.010 0.001 0.010
H -5.086 1.188 -2.914 -0.007 -0.014 -0.007
H -4.500 0.372 0.739 -0.046 -0.003 0.016
H -3.143 -0.725 0.424 -0.136 0.288 -0.218
H -4.772 -1.159 -0.107 -0.017 -0.008 -0.039
H -2.882 -0.112 -3.235 -0.015 -0.016 -0.007
H -3.679 -1.487 -2.453 -0.013 -0.003 -0.005
H -2.122 -0.903 -1.849 0.031 0.011 0.004
H -3.114 5.314 -3.659 -0.002 0.001 -0.002
H -4.462 6.375 -3.216 -0.001 0.000 -0.002
H -4.667 4.623 -3.185 -0.001 0.001 -0.003
H -1.674 6.542 -1.949 0.003 0.002 0.006
H -2.235 6.693 -0.274 0.004 0.003 0.001
H -3.082 7.538 -1.567 0.005 0.002 -0.008
H -5.456 4.819 -0.772 0.002 -0.007 0.013
H -5.189 6.566 -0.771 -0.010 -0.007 -0.014
H -4.408 5.544 0.448 -0.007 0.014 0.004
H 4.568 2.863 -3.731 0.029 -0.014 0.020
H 2.059 -0.863 -3.117 0.010 -0.035 -0.008
H 3.325 -1.571 -4.144 0.024 0.024 -0.016
H 2.396 -0.174 -4.707 0.002 -0.001 -0.003
H 3.936 -0.656 -1.256 -0.037 0.015 -0.011
H 5.410 0.227 -1.652 0.013 -0.017 0.001
H 5.095 -1.342 -2.416 -0.011 -0.007 -0.002
H 4.514 1.141 -5.141 -0.008 -0.006 0.003
H 5.313 -0.369 -4.696 0.005 0.004 -0.004
H 5.803 1.134 -3.921 0.002 0.019 -0.012
O -5.238 0.384 6.994 0.001 -0.012 -0.018
S -4.656 -0.141 8.212 -0.026 -0.006 0.028
O -4.922 0.633 9.405 -0.008 -0.009 -0.014
O -4.762 -1.583 8.370 0.011 0.014 -0.008
C -2.860 0.045 7.958 0.036 -0.035 0.039
N -2.077 0.072 9.042 -0.010 0.014 -0.050
C -0.775 0.160 8.828 -0.064 -0.013 0.019
C -0.221 0.234 7.559 0.081 -0.020 0.019
C -1.116 0.186 6.504 -0.038 0.040 -0.114
N -2.425 0.081 6.704 -0.013 0.033 0.031
C -0.690 0.208 5.077 -0.197 0.039 -0.109
C 0.610 0.512 4.677 0.129 -0.034 -0.086
C 0.953 0.435 3.345 0.047 -0.152 0.348
N 0.073 0.065 2.402 -0.356 0.102 -0.210
C -1.190 -0.181 2.771 0.276 0.571 -0.368
C -1.608 -0.110 4.084 0.224 0.679 0.314
H -0.143 0.164 9.711 0.024 0.021 -0.013
H 0.849 0.293 7.416 -0.005 0.012 0.024
H 1.362 0.824 5.387 0.010 -0.046 0.008
H 1.957 0.653 3.011 0.001 -0.017 -0.050
H -1.864 -0.461 1.975 0.195 0.306 0.058
H -2.636 -0.308 4.353 0.149 0.123 0.067
O 2.556 -0.628 1.041 0.406 0.058 -0.004
C 2.314 -1.789 0.583 0.206 0.251 0.083
O 1.173 -2.008 0.092 -0.277 1.051 0.206
C 3.336 -2.881 0.593 -0.047 0.033 -0.023
C 2.719 -4.206 1.032 0.009 0.010 0.002
Ge 0.882 -4.605 0.445 -0.200 -0.527 0.052
C -0.497 -3.712 1.487 -0.074 0.047 -0.028
C -0.327 -3.481 2.851 -0.097 -0.042 0.098
C -1.324 -2.875 3.604 -0.027 -0.497 -0.062
C -2.510 -2.487 2.997 -0.340 -0.943 -0.125
C -2.691 -2.705 1.638 -0.196 -0.457 0.235
C -1.689 -3.309 0.888 0.088 0.020 0.048
C 0.545 -4.590 -1.476 0.066 0.016 -0.064
C 1.316 -3.871 -2.389 -0.129 -0.017 0.019
C 1.063 -3.946 -3.752 0.006 0.010 0.007
C 0.024 -4.735 -4.223 -0.004 -0.021 -0.004
C -0.759 -5.450 -3.328 -0.013 0.015 -0.016
C -0.493 -5.383 -1.967 0.041 0.002 0.007
C 0.747 -6.525 0.917 0.036 0.030 0.030
C -0.079 -6.994 1.937 -0.016 0.030 -0.018
C -0.108 -8.343 2.276 0.004 0.003 0.011
C 0.694 -9.247 1.597 -0.006 -0.001 -0.017
C 1.519 -8.800 0.572 0.001 -0.012 0.011
C 1.541 -7.454 0.241 -0.015 0.030 -0.025
H 4.179 -2.577 1.213 -0.004 0.015 -0.014
H 3.696 -2.959 -0.438 0.034 0.021 0.045
H 2.680 -4.259 2.123 0.031 -0.017 0.006
H 3.343 -5.039 0.706 -0.009 -0.024 0.023
H 0.592 -3.783 3.344 0.003 -0.007 0.019
H -1.176 -2.700 4.663 -0.009 -0.034 0.000
H -3.287 -2.010 3.581 -0.054 -0.188 -0.064
H -3.612 -2.397 1.158 0.143 -0.300 0.220
H -1.835 -3.455 -0.177 -0.007 0.007 -0.023
H 2.107 -3.224 -2.037 0.056 0.053 -0.004
H 1.672 -3.377 -4.444 -0.012 0.000 0.012
H -0.176 -4.793 -5.286 -0.009 0.012 0.002
H -1.575 -6.063 -3.690 0.002 -0.003 0.005
H -1.098 -5.965 -1.279 0.004 -0.011 -0.004
H -0.714 -6.299 2.475 -0.005 0.000 0.017
H -0.757 -8.686 3.072 -0.004 0.007 -0.004
H 0.673 -10.297 1.859 0.000 0.001 0.003
H 2.144 -9.502 0.034 -0.002 0.001 -0.008
H 2.180 -7.122 -0.573 0.008 -0.007 0.002
```
Positions in Å, forces in eV/Å.

(5)
ORCA calculation (the ωB97M-V functional and the def2-TZVPD basis) on 4 unconnected molecules or ions with the total composition C8H20Cl4O4.

Properties
- Kohn-Sham gap (eV) = 10.5
- SMILES = ClCCCl.ClCCCl.OCCO.OCCO
- total charge = 0

Geometry as XYZ:
```
36
Properties=species:S:1:pos:R:3:forces:R:3
C 3.165 1.322 -1.854 0.537 -1.131 0.921
C 1.851 0.440 -2.017 0.463 1.413 -0.502
O 2.052 -0.745 -2.789 0.614 0.311 0.162
O 3.121 2.294 -0.800 -1.249 0.115 -0.205
H 3.479 1.897 -2.725 -0.518 -0.441 -0.421
H 3.947 0.591 -1.643 0.262 -0.037 -0.088
H 1.167 1.060 -2.595 -0.455 0.163 0.439
H 1.434 0.145 -1.054 0.120 0.464 0.225
H 1.174 -0.976 -3.100 0.091 -0.212 -0.152
H 3.781 2.242 -0.105 0.135 -0.640 -0.368
C 3.507 1.833 5.988 -0.804 -0.978 -0.342
C 4.196 1.654 4.645 1.090 0.854 1.006
O 4.923 2.851 4.402 -0.187 0.133 -1.244
O 4.479 2.120 7.013 -0.903 -0.187 -0.706
H 2.939 0.919 6.157 0.182 -0.401 0.579
H 2.709 2.576 5.998 0.543 0.555 -0.100
H 3.598 1.339 3.790 -0.421 0.603 0.116
H 4.935 0.859 4.750 0.114 -0.440 0.200
H 5.106 3.271 5.245 0.052 -0.142 0.219
H 4.959 1.293 7.105 0.325 -0.006 0.259
Cl -3.288 -2.413 -5.793 -0.963 0.088 -0.898
C -4.703 -2.540 -6.970 0.484 -0.744 -0.485
C -4.487 -3.775 -7.863 -0.060 0.158 0.891
Cl -5.838 -3.958 -8.991 -0.446 0.173 -0.291
H -4.758 -1.705 -7.668 0.204 0.413 0.650
H -5.618 -2.639 -6.385 0.216 0.128 -0.027
H -4.521 -4.673 -7.246 0.539 0.035 -0.205
H -3.594 -3.659 -8.476 0.029 -0.252 0.369
Cl -4.779 -0.596 0.964 -0.351 0.432 0.194
C -3.675 -0.734 2.352 1.024 0.095 0.320
C -3.787 0.365 3.440 -0.280 -0.655 -0.865
Cl -2.417 0.199 4.636 -0.953 -0.055 -0.637
H -2.683 -0.711 1.901 -0.010 -0.128 0.238
H -3.872 -1.717 2.779 0.187 0.166 0.086
H -4.768 0.202 3.886 0.316 0.330 0.619
H -3.732 1.370 3.022 0.074 -0.183 0.043
```
Positions in Å, forces in eV/Å.

(6)
ORCA calculation (the ωB97M-V functional and the def2-TZVPD basis) on a gas-phase ion, C5H9O2S (charge -1).

Properties
- Kohn-Sham gap (eV) = 6.6
- total charge = -1

Geometry as XYZ:
```
17
Properties=species:S:1:pos:R:3:forces:R:3
C 1.231 0.403 -1.106 1.393 -0.003 0.093
C 0.126 0.876 -0.307 -2.339 1.308 1.246
C -1.985 0.587 1.099 -0.770 -1.602 1.003
C -1.014 -1.362 -0.127 3.237 0.434 -1.001
C -0.938 0.112 0.093 0.867 1.806 0.970
O 2.722 -0.301 1.050 -0.309 -0.120 -0.165
O 3.715 -0.001 -1.215 0.480 -0.117 0.022
S 2.863 0.585 -0.140 0.201 0.286 -0.217
H 1.462 1.090 -1.956 -0.269 -1.027 0.321
H 1.273 -0.703 -1.266 -0.046 1.230 -0.541
H 0.204 2.020 0.030 -0.398 -2.560 -0.683
H -1.727 1.467 1.704 -0.171 0.070 -0.661
H -3.064 0.575 0.754 1.151 0.579 -0.146
H -2.073 -0.247 1.873 0.350 0.865 -0.617
H -1.947 -1.612 -0.574 -0.606 -0.768 -0.432
H -0.053 -1.619 -0.714 -2.194 -0.133 0.303
H -0.795 -1.871 0.800 -0.575 -0.249 0.505
```
Positions in Å, forces in eV/Å.

Taking the records one at a time from the top gives energy relative to the best compared isomer or geometry (same formula, charge and spin) values of 34.5 38.4 0.0 16.0 31.1 45.3 kcal/mol.
Taking the records one at a time from the top gives maximum force values of 3.0 3.9 2.4 1.1 1.7 3.4 eV Å⁻¹.
Taking the records one at a time from the top gives E_tot values of -104556.572 -5739.507 -29631.645 -215545.329 -66898.296 -20260.811 eV.